No. 1
This record from OMol25 describes a cluster of 5 separate species, C3H17NO4S in total at a distorted geometry. The level of theory is the ωB97M-V functional and the def2-TZVPD basis.

LUMO energy   0.06 eV
Net charge   0
Orbital gap   9.080 eV
SMILES   C[C@H](N)CS.O.O.O.O
Energy   -23900.5140 eV
Energy relative to the best compared isomer or geometry (same formula, charge and spin)   16.9 kcal per mole

```
26
Properties=species:S:1:pos:R:3:forces:R:3:nbo_charge:R:1
S 0.7797 -0.9641 3.5909 0.562 0.201 1.086 -0.010
O 0.8737 3.0998 0.2873 0.507 2.486 -1.220 -0.941
O -0.6174 -0.4411 -3.7235 -1.354 -2.519 0.262 -0.965
O 0.6804 1.8989 -3.8796 2.879 -2.123 -2.626 -0.938
O -2.9931 -2.5066 -0.7273 -0.985 -2.050 -0.128 -0.920
N 1.1146 -0.2700 -0.3639 -0.082 -2.172 2.646 -0.861
C 0.3262 0.1014 0.9155 2.804 1.013 -1.309 -0.094
C 0.3268 -1.0900 1.8808 -1.230 -2.263 -0.866 -0.557
C -0.9811 0.4711 0.3682 -2.973 -2.403 0.511 -0.619
H 1.2886 0.4610 -0.9886 0.081 1.573 -0.887 0.350
H -0.1438 0.3503 -3.7888 1.105 2.014 0.054 0.474
H 0.7425 2.3838 -0.3330 0.008 -0.109 -0.327 0.464
H -1.3441 -0.4752 -0.1634 0.465 1.863 -0.202 0.188
H 0.7827 1.0283 1.3395 -0.093 -0.962 0.301 0.212
H 1.0512 3.9221 -0.2967 -0.440 -2.141 1.463 0.478
H -1.7757 0.5622 1.0925 -0.070 -0.096 1.102 0.224
H 1.1045 -1.9077 1.6931 -0.992 1.209 -0.772 0.239
H 2.0231 -0.6430 -0.0828 -0.215 0.186 -0.177 0.359
H -0.3161 -0.8584 -2.9081 0.015 0.079 -0.069 0.468
H -2.3550 -1.8450 -0.8106 1.368 2.000 -0.112 0.456
H 0.1203 2.6086 -4.0435 -1.809 2.154 -0.222 0.475
H 1.0429 1.7116 -4.8337 -0.784 0.401 2.745 0.487
H -0.6888 -1.6519 1.7765 1.609 1.014 0.193 0.224
H -2.5471 -3.2335 -1.1884 -0.462 -0.047 0.176 0.465
H -1.1075 1.4303 -0.0739 0.529 0.408 -1.347 0.228
H 0.2639 0.1692 4.0603 -0.441 0.285 -0.276 0.115
```
Positions in Å, forces in eV/Å.

---

No. 2
This record from OMol25 describes a cluster of 5 separate species, C3H18N2O4S2 in total at a distorted geometry. The level of theory is the ωB97M-V functional and the def2-TZVPD basis.

LUMO energy   0.36 eV
Net charge   0
Orbital gap   8.760 eV
SMILES   NC[C@H](N)CSS.O.O.O.O
Energy   -36241.8352 eV
Energy relative to the best compared isomer or geometry (same formula, charge and spin)   0.0 kcal per mole

```
29
Properties=species:S:1:pos:R:3:forces:R:3:nbo_charge:R:1
S 1.0852 -1.0803 2.3440 -0.721 2.349 1.119 -0.131
S 2.1132 -1.8403 0.8750 1.443 -1.170 -0.958 0.091
O 2.4863 2.0450 0.7241 0.706 0.733 0.706 -0.936
O -0.2880 2.8212 1.5781 -0.483 -0.027 0.239 -0.962
O 0.2002 3.3452 -1.5840 -1.313 -1.492 0.124 -0.931
O -2.8555 0.6885 1.1448 0.891 -0.354 -1.037 -0.977
N -0.3555 0.3911 -1.1586 -2.559 -1.605 -0.337 -0.926
N -0.5326 -2.7772 0.2233 0.489 -1.035 -0.660 -0.873
C 1.4551 -1.9298 -0.8434 -1.342 0.362 0.259 -0.538
C -0.0724 -2.1724 -1.0278 -0.624 -0.042 -0.322 -0.066
C -0.9533 -0.9666 -1.3938 1.024 1.867 -0.926 -0.226
H -0.1487 2.7976 -0.8566 0.664 0.713 0.689 0.453
H -0.3011 2.7428 -2.1721 0.619 0.736 -1.002 0.474
H -1.4369 -2.5943 0.6197 -0.314 0.185 -0.653 0.380
H 1.7608 -1.0644 -1.4620 0.470 -0.878 0.222 0.217
H 1.9153 -2.9085 -1.0228 0.348 0.580 -0.831 0.236
H 3.3212 2.5471 0.6538 -0.436 -0.396 -0.479 0.473
H -0.3241 -3.7640 0.2003 -0.230 -0.105 0.419 0.366
H 0.1237 -1.8965 2.7745 -0.094 -0.804 -0.398 0.112
H -0.9745 0.8165 -0.4693 1.614 0.370 0.321 0.405
H -1.9300 -1.0066 -0.9227 0.065 -0.064 0.441 0.204
H -3.6007 0.2157 1.5030 -0.300 0.467 0.543 0.481
H -0.1600 -2.8001 -1.9850 0.059 0.066 1.553 0.179
H 0.1332 2.0219 1.9146 0.011 -0.058 -0.267 0.479
H -1.1932 -0.9398 -2.4610 0.160 -0.722 -0.079 0.181
H 0.2580 3.1499 0.8594 0.378 -0.030 0.126 0.485
H 0.6382 0.4016 -1.2632 0.107 0.752 0.989 0.388
H -2.6619 1.5378 1.5470 -0.432 -0.055 0.418 0.499
H 2.2980 2.2190 1.6605 -0.199 -0.343 -0.215 0.463
```
Positions in Å, forces in eV/Å.

---

No. 3
This record from OMol25 describes a cluster of 7 separate species, C3H18NO8 in total at a distorted geometry. The level of theory is the ωB97M-V functional and the def2-TZVPD basis.

LUMO energy   2.66 eV
Net charge   -1
Orbital gap   7.656 eV
Energy   -21273.3855 eV
Energy relative to the best compared isomer or geometry (same formula, charge and spin)   86.0 kcal per mole

```
30
Properties=species:S:1:pos:R:3:forces:R:3:nbo_charge:R:1
O -0.3618 0.8681 -1.0625 -0.283 2.262 -1.991 -1.015
O 0.0476 3.1851 -2.6683 -0.471 0.850 3.892 -0.928
O -2.3248 -1.5133 2.4538 3.528 0.117 3.118 -1.005
O -1.9688 1.3533 2.5777 -0.498 2.064 -0.334 -0.973
O -0.4224 -1.1617 0.6576 -2.851 -1.274 -2.126 -0.964
O -1.3396 -3.1747 -1.2162 1.516 -0.560 3.467 -0.995
O 3.7244 1.1897 -1.1572 1.838 0.108 -1.978 -0.629
O -0.9423 -0.8678 -3.4507 0.246 1.256 0.552 -0.961
N 2.5618 0.3206 0.5504 -3.296 1.337 0.282 -0.636
C 1.3145 0.0266 1.4195 3.795 -0.090 -0.177 -0.244
C 0.7642 -1.4164 1.1677 0.918 2.535 1.024 -0.050
C 2.7482 1.2019 -0.4860 -1.892 0.756 2.931 0.548
H -1.5558 -1.6406 1.8541 -0.344 0.283 -0.936 0.512
H -0.3803 -0.8870 -2.6487 -0.349 0.014 -0.545 0.480
H 1.4193 -2.0665 0.5802 0.540 0.005 -0.169 0.123
H 3.1895 -0.4119 0.7187 1.387 -0.783 -0.530 0.381
H -0.8288 -2.7016 -0.4323 -1.545 -0.771 -1.559 0.501
H 0.6619 -1.7971 2.1537 0.291 -1.215 1.447 0.117
H -1.1425 0.1021 -3.4696 0.174 -1.190 -0.003 0.480
H -1.3028 -2.4969 -1.8432 -0.253 1.564 -1.822 0.460
H 2.0001 2.1112 -0.4960 0.762 -1.779 0.013 0.079
H 0.6447 2.8643 -1.9124 -0.713 -0.055 -2.039 0.479
H -1.6881 0.4769 2.3285 -0.200 -0.885 -0.572 0.508
H -2.2981 1.8515 1.7913 0.568 -1.129 0.914 0.455
H -0.6259 3.5851 -2.0071 1.097 -0.676 -2.125 0.446
H -3.1107 -1.5625 2.0262 -3.251 -0.327 -2.376 0.458
H -1.0262 1.4593 -0.6602 0.700 -1.322 0.250 0.469
H -0.0237 0.1608 -0.5236 -0.967 -1.041 1.646 0.512
H 0.5368 0.7580 1.3353 -0.275 0.272 -0.532 0.216
H 1.7296 0.1835 2.4194 -0.171 -0.326 0.278 0.174
```
Positions in Å, forces in eV/Å.

---

No. 4
This record from OMol25 describes a cluster of 6 separate species, C3H19N3O5 in total at a distorted geometry. The level of theory is the ωB97M-V functional and the def2-TZVPD basis.

LUMO energy (alpha / beta)   -3.60 / -7.90 eV
Net charge   +1
Orbital gap (alpha / beta)   10.988 / 6.676 eV
Energy   -18118.4459 eV
2S+1   2
<S²>   0.76

```
30
Properties=species:S:1:pos:R:3:forces:R:3:mulliken_spin:R:1
O 1.6389 2.4458 -2.0507 -0.162 -0.034 0.903 0.003
O -1.2659 -0.2801 3.3988 0.378 0.260 -0.057 0.001
O 1.5844 -2.8233 -2.1114 2.052 -1.744 -0.850 0.002
O 3.4102 0.3715 -1.3308 -1.377 -0.259 -0.926 0.002
O -0.8395 -2.0853 1.4904 -0.392 0.213 0.439 0.012
N 0.7608 -0.4774 -0.5282 0.548 -0.642 -0.081 0.786
N 1.1623 1.0374 1.2793 -1.070 -1.269 -0.512 0.082
N -0.7877 1.1445 0.0540 0.829 -2.138 -0.349 0.227
C -2.9585 0.1211 0.2133 -1.225 -0.716 0.257 0.015
C -1.8853 0.5715 -0.7408 -1.016 1.640 -0.389 -0.004
C 0.3417 0.4642 0.2998 0.871 3.486 0.333 -0.092
H 3.5270 -0.0861 -2.1859 0.621 -0.185 0.529 -0.001
H -1.5077 -0.1629 -1.4343 0.251 -0.469 0.274 -0.003
H -1.7531 -0.6985 2.6783 0.021 -0.151 0.217 -0.001
H -0.8052 -1.0209 3.8224 -0.260 0.227 -0.091 0.000
H 1.8124 -0.5041 -0.5185 -0.511 0.086 -0.237 -0.026
H -0.8621 -2.8549 0.9297 0.207 -0.442 -0.414 0.000
H -3.1919 0.8327 1.0266 0.519 -0.265 -0.285 0.001
H -0.9349 1.9228 0.6732 -0.397 0.386 0.100 -0.005
H -3.9383 -0.0491 -0.2495 0.342 0.238 -0.419 0.002
H 2.6339 0.9131 -1.6188 0.778 0.442 0.289 0.000
H -2.6926 -0.8593 0.5867 0.130 -0.005 0.588 -0.001
H -2.3082 1.3482 -1.4047 0.490 0.044 0.415 0.012
H 0.6852 1.0166 2.1803 0.440 0.291 0.259 -0.008
H 0.7401 -2.7341 -2.5211 -0.804 1.002 0.665 0.000
H 2.1554 0.8069 1.2518 -0.382 -0.134 0.222 -0.005
H 1.9541 -2.3704 -1.3638 -1.124 0.461 0.027 0.002
H 2.3014 3.1167 -1.8329 0.137 0.024 -0.386 0.000
H 1.1151 2.4376 -1.2327 -0.106 0.146 -0.441 0.002
H -0.0921 -1.5440 1.2394 0.210 -0.492 -0.083 0.000
```
Positions in Å, forces in eV/Å.

---

- Which value of energy does entry 2 give?
  -36241.8352 eV

---

Copy entry 1 word for word.
This record from OMol25 describes a cluster of 5 separate species, C3H17NO4S in total at a distorted geometry. The level of theory is the ωB97M-V functional and the def2-TZVPD basis.

LUMO energy   0.06 eV
Net charge   0
Orbital gap   9.080 eV
SMILES   C[C@H](N)CS.O.O.O.O
Energy   -23900.5140 eV
Energy relative to the best compared isomer or geometry (same formula, charge and spin)   16.9 kcal per mole

```
26
Properties=species:S:1:pos:R:3:forces:R:3:nbo_charge:R:1
S 0.7797 -0.9641 3.5909 0.562 0.201 1.086 -0.010
O 0.8737 3.0998 0.2873 0.507 2.486 -1.220 -0.941
O -0.6174 -0.4411 -3.7235 -1.354 -2.519 0.262 -0.965
O 0.6804 1.8989 -3.8796 2.879 -2.123 -2.626 -0.938
O -2.9931 -2.5066 -0.7273 -0.985 -2.050 -0.128 -0.920
N 1.1146 -0.2700 -0.3639 -0.082 -2.172 2.646 -0.861
C 0.3262 0.1014 0.9155 2.804 1.013 -1.309 -0.094
C 0.3268 -1.0900 1.8808 -1.230 -2.263 -0.866 -0.557
C -0.9811 0.4711 0.3682 -2.973 -2.403 0.511 -0.619
H 1.2886 0.4610 -0.9886 0.081 1.573 -0.887 0.350
H -0.1438 0.3503 -3.7888 1.105 2.014 0.054 0.474
H 0.7425 2.3838 -0.3330 0.008 -0.109 -0.327 0.464
H -1.3441 -0.4752 -0.1634 0.465 1.863 -0.202 0.188
H 0.7827 1.0283 1.3395 -0.093 -0.962 0.301 0.212
H 1.0512 3.9221 -0.2967 -0.440 -2.141 1.463 0.478
H -1.7757 0.5622 1.0925 -0.070 -0.096 1.102 0.224
H 1.1045 -1.9077 1.6931 -0.992 1.209 -0.772 0.239
H 2.0231 -0.6430 -0.0828 -0.215 0.186 -0.177 0.359
H -0.3161 -0.8584 -2.9081 0.015 0.079 -0.069 0.468
H -2.3550 -1.8450 -0.8106 1.368 2.000 -0.112 0.456
H 0.1203 2.6086 -4.0435 -1.809 2.154 -0.222 0.475
H 1.0429 1.7116 -4.8337 -0.784 0.401 2.745 0.487
H -0.6888 -1.6519 1.7765 1.609 1.014 0.193 0.224
H -2.5471 -3.2335 -1.1884 -0.462 -0.047 0.176 0.465
H -1.1075 1.4303 -0.0739 0.529 0.408 -1.347 0.228
H 0.2639 0.1692 4.0603 -0.441 0.285 -0.276 0.115
```
Positions in Å, forces in eV/Å.

---

- Among the records above, which one has the highest energy?
  C3H19N3O5

---

- The highest energy belongs to which entry?
  C3H19N3O5